C22H21Cl12NO2 as an isolated structure at a distorted geometry, computed with ωB97M-V/def2-TZVPD.

Properties
LUMO (spin up / spin down), Eh: 0.056 / 0.055
2S+1: 2
Orbital gap (spin up / spin down), hartree: 0.0704 / 0.2211
Charge: -1

Last column: Löwdin spin population.
Atoms and positions in Å:
C -4.4609 -4.2470 1.6680  0.00
Cl -3.2124 -5.4280 1.3863  0.00
Cl -4.1338 -2.7178 0.6764  0.00
Cl -6.0045 -5.0082 1.3000  0.00
Cl -4.6014 -3.8471 3.3434  0.00
C -0.1987 -0.1453 -6.9143  0.00
Cl 0.1925 -1.6257 -7.8955  0.00
Cl -1.4601 0.8785 -7.6935  0.00
Cl -0.7251 -0.7742 -5.2701  0.00
Cl 1.2297 0.8169 -6.6733  0.00
C -1.6724 3.1463 -3.9550  0.01
Cl -1.9191 4.4188 -2.7812  0.00
Cl 0.0363 2.7952 -4.0489  0.01
Cl -2.6794 1.7639 -3.6034  0.00
Cl -2.0790 3.8709 -5.5774  0.00
C 4.8578 2.7352 -1.8510  0.03
N 4.0188 2.4347 -2.9991  0.39
O 3.3599 1.4056 -2.9917  0.21
O 3.9756 3.3087 -3.8515  0.27
H 4.1487 2.7324 -1.0231  0.02
H 5.5640 3.5432 -2.0421  0.00
H 5.4747 1.8563 -1.6636  0.02
C -2.2408 1.0830 3.1811  0.00
C -3.3971 0.8290 3.9163  0.00
C -4.6072 0.5445 3.3100  0.00
C -4.6609 0.4229 1.9230  0.00
C -3.5708 0.7273 1.1536  0.00
C -2.3668 1.1652 1.7852  0.00
H -1.3091 1.3105 3.6776  0.00
H -3.3496 0.9228 4.9912  0.00
H -5.5423 0.4729 3.8456  0.00
H -5.6180 0.0702 1.5683  0.00
H -3.5756 0.6380 0.0773  0.00
H -1.4565 1.4804 1.2970  0.00
C 1.9403 -0.4338 3.3432  0.00
C 2.7926 -0.0224 2.3241  0.00
C 4.2219 -0.0098 2.5146  0.00
C 4.7197 -0.3568 3.7219  0.00
C 3.8675 -0.8103 4.7608  0.00
C 2.4991 -0.8535 4.5481  0.00
H 0.8719 -0.2793 3.3113  0.00
H 2.2064 0.2266 1.4518  0.00
H 4.9099 0.3617 1.7696  0.00
H 5.7823 -0.3528 3.9151  0.00
H 4.3199 -1.1408 5.6841  0.00
H 1.8260 -1.3316 5.2443  0.00
C -0.5144 -1.8113 0.2216  0.00
C -1.1990 -1.1523 -0.7203  0.00
C -0.5055 -0.6534 -1.8296  0.00
C 0.8331 -0.9117 -2.0666  0.00
C 1.5483 -1.6022 -1.0154  0.00
C 0.8693 -2.0661 0.0952  0.00
H -1.0427 -2.4131 0.9462  0.00
H -2.2774 -1.0961 -0.7048  0.00
H -0.9930 -0.0742 -2.5998  0.00
H 1.2554 -0.5239 -2.9819  0.00
H 2.6212 -1.7122 -1.0727  0.00
H 1.4310 -2.5609 0.8738  0.00

C27H52Cl2N3O5SiZn as an isolated structure at a distorted geometry, computed with ωB97M-V/def2-TZVPD.

Properties
LUMO (spin up / spin down), Eh: 0.074 / 0.074
Orbital gap (spin up / spin down), hartree: 0.0653 / 0.0649
Energy relative to the best compared isomer or geometry (same formula, charge and spin), kcal/mol: 0.0
Charge: -1

Last column: Mulliken charge in e.
Atoms and positions in Å:
C -4.9935 -2.3048 1.0116  -1.34
C -5.8422 -1.7587 -0.0980  0.18
H -5.4756 -2.1475 1.9829  0.39
H -4.0048 -1.8243 1.0274  0.23
H -4.8380 -3.3896 0.8881  0.27
C -7.1433 -1.4953 0.0067  0.13
C -7.9757 -1.8221 1.2020  -1.39
H -7.6768 -1.0227 -0.8243  0.29
H -7.4679 -1.5997 2.1499  0.37
H -8.2783 -2.8802 1.2247  0.26
H -8.8944 -1.2276 1.1586  0.36
Zn 2.4923 0.2014 1.0672  1.00
Cl 0.9722 -1.5367 0.8599  -0.56
C 2.0167 -0.4486 -1.6824  0.32
O 2.3265 0.5180 -0.9302  -0.57
N 1.5500 -0.2687 -2.9127  0.31
C 1.3081 1.0765 -3.4216  -0.88
C 1.2521 -1.3849 -3.8010  -0.86
H 2.0826 -1.4937 -1.3344  0.44
H 1.7991 1.8027 -2.7674  0.21
H 0.2266 1.2836 -3.4630  0.10
H 1.7012 1.1413 -4.4422  0.45
H 1.5525 -2.3170 -3.3096  0.29
H 1.8074 -1.2640 -4.7409  0.34
H 0.1776 -1.4243 -4.0327  0.21
H 7.1033 2.9671 -0.9906  0.32
H 8.8129 1.1466 0.1377  0.35
C 6.7116 2.9803 0.0432  -1.10
C 8.1676 1.2541 1.0212  -1.38
N 6.8151 1.6467 0.6155  0.97
H 5.6662 3.3144 0.0589  0.14
C 5.7915 0.7749 0.4323  -0.30
O 4.5949 1.1139 0.4520  -0.93
H 8.1705 0.3215 1.6002  0.21
H 6.1356 -0.2606 0.2269  0.34
H 7.3417 3.6578 0.6346  0.38
H 8.5827 2.0594 1.6441  0.38
H -0.1925 0.9644 4.9243  0.29
H -1.0389 1.1887 2.4382  0.36
C 0.3941 1.8888 4.8175  -0.94
C -0.7153 2.2263 2.6204  -1.09
N 0.5045 2.2642 3.4130  0.26
H 1.3986 1.7404 5.2273  0.33
C 1.6982 2.3637 2.8116  0.01
O 1.8911 2.2691 1.5735  -0.79
H -0.5248 2.7247 1.6655  0.32
H 2.5510 2.4849 3.5041  0.45
H -0.1149 2.6861 5.3755  0.34
H -1.5002 2.7485 3.1792  0.36
O -4.5059 -0.1703 -1.2702  -0.32
C -5.0915 -1.4636 -1.3920  0.17
C -6.6397 -0.4906 -3.1912  0.09
C -5.9612 -1.5811 -2.6426  0.03
H -6.5137 0.4995 -2.7445  0.44
C -7.4801 -0.6905 -4.2933  -0.78
H -4.2950 -2.2212 -1.4579  0.55
C -6.1119 -2.8614 -3.1936  -0.46
H -7.9999 0.1650 -4.7262  0.39
C -7.6596 -1.9729 -4.8193  -0.39
C -6.9786 -3.0631 -4.2647  -0.66
H -5.5578 -3.6806 -2.7288  0.38
H -8.3350 -2.1286 -5.6614  0.37
H -7.1219 -4.0700 -4.6591  0.39
Si -3.0886 0.4915 -1.8444  0.02
Cl 2.7256 -0.3017 3.3254  -0.58
C -3.4387 2.3102 -2.0775  -1.01
C -2.7023 -0.3046 -3.4953  -0.98
C -1.7725 0.1977 -0.5608  -0.35
H -4.3917 2.4665 -2.6014  0.27
H -2.6430 2.7876 -2.6667  0.32
H -3.5008 2.8204 -1.1068  0.32
H -2.0661 0.6466 0.3996  -0.08
H -0.8060 0.6357 -0.8459  0.09
H -1.5871 -0.8684 -0.3771  0.28
H -3.5819 -0.2758 -4.1562  0.36
H -2.4064 -1.3565 -3.3793  0.30
H -1.8850 0.2309 -4.0005  0.44
C 7.1965 -0.6073 4.2137  -2.12
C 6.0455 -0.0478 3.5034  1.24
C 5.3732 -2.0971 2.4007  -1.23
C 5.5458 1.3051 3.7706  -0.85
O 5.5788 -0.6795 2.4737  0.30
H 6.9256 -1.1691 5.1173  0.14
H 7.8239 0.2241 4.5621  0.63
H 7.7879 -1.2508 3.5432  0.47
H 6.3166 -2.6280 2.1808  0.52
H 4.9114 -2.4903 3.3123  0.32
H 4.6614 -2.1896 1.5832  -0.15
H 4.8325 1.5675 2.9812  -0.30
H 5.0777 1.3722 4.7688  0.25
H 6.4008 2.0005 3.7759  0.39

A 10-piece molecular cluster, C5H31NO9 overall at a distorted geometry, computed with ωB97M-V/def2-TZVPD.

Properties
LUMO, Eh: -0.013
Orbital gap, hartree: 0.3084
Energy relative to the best compared isomer or geometry (same formula, charge and spin), kcal/mol: 65.6
SMILES: CCNC(C)C.O.O.O.O.O.O.O.O.O

Last column: Mulliken charge in e.
Atoms and positions in Å:
C 0.4558 -0.3882 0.9689  -0.69
C -0.2638 0.6962 0.1788  0.31
N -0.4413 0.2290 -1.2241  0.15
C 0.8965 2.1529 -2.2169  -1.20
C -0.4312 1.4039 -2.1245  0.48
C -0.9582 0.8804 -3.4782  -1.31
H 0.6052 -0.2294 2.0396  0.43
H -0.2960 -1.1816 1.0771  0.27
H 1.4070 -0.5878 0.4864  0.01
H 0.1960 1.6788 0.2418  0.07
H -1.3015 0.7714 0.4950  -0.66
H 0.2929 -0.4645 -1.3665  0.14
H 1.7265 1.6027 -1.7715  0.14
H 0.9416 3.0549 -1.6035  0.30
H 1.0553 2.3706 -3.2705  0.41
H -1.2311 2.0146 -1.7017  0.37
H -2.0044 1.0897 -3.6830  0.30
H -0.8750 -0.2125 -3.5595  0.29
H -0.2445 1.1418 -4.2658  0.35
H 3.9991 -1.2249 1.3700  0.27
H 4.0827 -0.3561 2.4799  0.32
O 3.7171 -1.2364 2.3032  -0.59
H -0.7229 2.9993 1.4937  0.37
H 0.3026 3.7838 2.2620  0.29
O -0.1838 3.8021 1.4307  -0.64
H -2.1544 -2.1580 -0.5167  0.31
H -2.0380 -1.4607 -1.8858  0.31
O -2.6611 -1.8818 -1.2845  -0.70
H -1.6917 0.9556 2.6375  0.22
H -0.8220 1.3270 3.7420  0.31
O -1.1255 1.6922 2.9007  -0.56
H 1.7005 -2.3829 -1.2540  0.24
H 0.7240 -3.0898 -2.3616  0.25
O 0.8126 -2.5365 -1.5866  -0.49
H -2.7825 0.4588 0.6858  0.35
H -3.5088 -0.8682 0.5535  0.31
O -3.3299 -0.1597 1.1852  -0.64
H 3.5148 -0.2288 -0.8828  0.26
H 3.3643 -0.2588 -2.3224  0.26
O 2.8825 -0.5597 -1.5385  -0.56
H -2.2848 -1.1489 3.6724  0.32
H -3.1704 0.0606 3.8611  0.32
O -2.4345 -0.4055 4.2794  -0.67
H 0.7556 -4.0372 1.4643  0.32
H 1.8367 -3.1236 0.8462  0.29
O 1.6876 -3.9847 1.2436  -0.64